#P
Below is the molecule C7H8, with properties calculated with ωB97M-V/def2-TZVPD.

Each line ends with the natural charge from an NBO analysis.
Atoms and positions in Å:
C: 0.011 -2.344 1.854  -0.26
C: 0.312 -1.250 1.449  0.01
C: 0.744 0.055 0.940  -0.48
C: -0.225 0.743 -0.079  -0.29
C: -1.319 -0.178 -0.635  -0.59
C: 0.563 1.329 -1.174  0.01
C: 1.227 1.776 -2.074  -0.26
H: -0.245 -3.317 2.213  0.24
H: 1.721 -0.079 0.465  0.25
H: 0.907 0.730 1.787  0.24
H: -0.725 1.566 0.445  0.23
H: -0.887 -1.052 -1.130  0.22
H: -1.966 -0.529 0.173  0.22
H: -1.928 0.367 -1.363  0.22
H: 1.810 2.183 -2.871  0.24

E_LUMO ... 0.99 eV
Kohn-Sham gap ... 0.399 Eh
SMILES string ... C#CC[C@H](C)C#C
Charge ... 0
E_HOMO ... -0.363 Ha

---

#Q
Below is the molecule C7H8, with properties calculated with ωB97M-V/def2-TZVPD.

Each line ends with the natural charge from an NBO analysis.
Atoms and positions in Å:
C: 2.900 1.246 -0.023  -0.24
C: 1.758 1.065 -0.360  -0.01
C: 0.342 0.831 -0.659  -0.47
C: -0.260 -0.243 0.293  -0.29
C: -0.273 -1.629 -0.362  -0.59
C: -1.602 0.131 0.758  0.01
C: -2.693 0.425 1.176  -0.26
H: 3.909 1.415 0.281  0.24
H: 0.224 0.509 -1.701  0.23
H: -0.203 1.776 -0.560  0.25
H: 0.384 -0.287 1.180  0.24
H: -0.925 -1.629 -1.242  0.21
H: 0.738 -1.908 -0.676  0.22
H: -0.643 -2.384 0.337  0.22
H: -3.656 0.683 1.558  0.24

E_LUMO ... 1.03 eV
Kohn-Sham gap ... 0.402 Eh
SMILES string ... C#CC[C@H](C)C#C
Charge ... 0
E_HOMO ... -0.364 Ha

---

#R
Below is the molecule C7H8, with properties calculated with ωB97M-V/def2-TZVPD.

Each line ends with the natural charge from an NBO analysis.
Atoms and positions in Å:
C: 1.932 -1.561 0.807  -0.24
C: 1.118 -0.855 0.271  0.02
C: -0.035 0.004 -0.074  -0.21
C: -0.941 -0.661 -1.132  -0.57
C: -0.744 0.171 1.292  -0.57
C: 0.414 1.307 -0.608  0.00
C: 0.744 2.358 -1.095  -0.22
H: 2.626 -2.170 1.342  0.24
H: -0.391 -0.813 -2.066  0.22
H: -1.798 -0.015 -1.345  0.22
H: -1.301 -1.631 -0.777  0.22
H: -1.006 -0.824 1.665  0.22
H: -0.034 0.610 2.000  0.22
H: -1.640 0.795 1.244  0.21
H: 1.056 3.286 -1.525  0.24

E_LUMO ... 0.98 eV
Kohn-Sham gap ... 0.403 Eh
SMILES string ... C#CC(C)(C)C#C
Charge ... 0
E_HOMO ... -0.367 Ha

---

Calculated relative energies: #P 1.5; #Q 0.0; #R 2.7, given in kcal/mol

---

#P
Below is the molecule C14H21N3O5S, with properties calculated with ωB97M-V/def2-TZVPD.

Each line ends with the natural charge from an NBO analysis.
Atoms and positions in Å:
C: 5.553 -0.166 3.176  -0.64
C: 4.271 -0.306 3.984  -0.07
O: 3.411 -1.310 3.448  -0.46
C: 2.717 -1.018 2.362  0.57
N: 2.814 0.205 1.847  -0.50
C: 2.096 0.525 0.788  0.12
C: 1.228 -0.357 0.172  -0.43
S: 0.242 0.178 -1.219  2.33
O: 0.905 1.297 -1.824  -0.94
O: -0.056 -0.969 -2.027  -0.93
N: -1.108 0.720 -0.386  -0.68
C: -2.227 -0.200 -0.364  -0.23
C: -3.048 -0.105 -1.651  -0.25
N: -3.483 1.268 -1.834  -0.45
C: -4.489 1.446 -2.863  -0.20
C: -4.061 1.129 -4.300  -0.64
C: -2.335 2.145 -1.958  -0.24
C: -1.523 2.079 -0.664  -0.23
C: 1.120 -1.638 0.681  -0.07
C: 1.870 -2.002 1.792  -0.27
C: 1.723 -3.381 2.313  0.78
O: 0.815 -4.111 2.002  -0.59
O: 2.690 -3.757 3.150  -0.66
H: 5.324 0.199 2.178  0.23
H: 6.217 0.540 3.667  0.22
H: 6.051 -1.128 3.098  0.21
H: 4.486 -0.650 4.998  0.19
H: 3.737 0.649 4.017  0.20
H: 2.224 1.526 0.401  0.22
H: -1.831 -1.207 -0.243  0.22
H: -2.849 0.056 0.499  0.21
H: -3.929 -0.746 -1.572  0.21
H: -2.417 -0.462 -2.480  0.19
H: -5.337 0.811 -2.592  0.19
H: -4.819 2.487 -2.807  0.19
H: -4.899 1.295 -4.972  0.21
H: -3.747 0.093 -4.390  0.21
H: -3.240 1.771 -4.609  0.21
H: -2.687 3.165 -2.123  0.21
H: -1.667 1.855 -2.787  0.18
H: -0.623 2.685 -0.750  0.23
H: -2.128 2.422 0.180  0.21
H: 0.475 -2.366 0.213  0.26
H: 2.532 -4.666 3.451  0.50

E_LUMO ... 0.06 eV
Kohn-Sham gap ... 0.314 Eh
SMILES string ... CCOc1ncc(S(=O)(=O)N2CCN(CC)CC2)cc1C(=O)O
Charge ... 0
E_HOMO ... -0.312 Ha

---

#Q
Below is the molecule C14H21N3O5S, with properties calculated with ωB97M-V/def2-TZVPD.

Each line ends with the natural charge from an NBO analysis.
Atoms and positions in Å:
C: -3.799 -2.855 0.503  -0.63
C: -2.933 -2.035 1.449  -0.07
O: -1.695 -1.670 0.836  -0.52
C: -1.708 -0.594 0.045  0.83
O: -2.697 0.058 -0.163  -0.60
C: -0.351 -0.347 -0.607  -0.27
C: -0.523 -0.587 -2.132  -0.36
C: -1.391 0.455 -2.826  -0.62
C: 0.759 -1.283 -0.095  -0.37
C: 1.161 -1.092 1.375  -0.52
C: 1.710 0.274 1.671  0.71
O: 1.128 1.119 2.311  -0.59
N: 2.978 0.578 1.204  -0.63
C: 3.879 -0.177 0.529  0.26
N: 3.804 -1.438 0.264  -0.34
N: 4.855 -1.911 -0.389  -0.23
C: 5.755 -1.038 -0.636  -0.16
S: 5.378 0.561 -0.056  0.31
C: 0.121 1.098 -0.423  0.85
O: 1.198 1.472 -0.824  -0.64
O: -0.752 1.850 0.206  -0.50
C: -0.401 3.210 0.475  -0.08
C: -1.676 4.028 0.551  -0.62
H: -4.702 -3.170 1.018  0.22
H: -3.258 -3.735 0.163  0.21
H: -4.077 -2.254 -0.359  0.22
H: -2.652 -2.617 2.329  0.19
H: -3.460 -1.125 1.752  0.20
H: 0.472 -0.579 -2.581  0.22
H: -0.951 -1.583 -2.274  0.21
H: -1.554 0.166 -3.862  0.21
H: -2.353 0.549 -2.332  0.24
H: -0.901 1.426 -2.816  0.20
H: 0.435 -2.315 -0.224  0.23
H: 1.639 -1.126 -0.719  0.24
H: 0.296 -1.245 2.020  0.24
H: 1.928 -1.834 1.602  0.26
H: 3.234 1.549 1.347  0.42
H: 6.667 -1.251 -1.154  0.23
H: 0.139 3.223 1.428  0.20
H: 0.265 3.567 -0.318  0.20
H: -2.325 3.625 1.323  0.22
H: -1.435 5.061 0.788  0.21
H: -2.204 3.992 -0.398  0.21

E_LUMO ... 0.58 eV
Kohn-Sham gap ... 0.361 Eh
SMILES string ... CCOC(=O)C(CC)(CCC(=O)Nc1nncs1)C(=O)OCC
Charge ... 0
E_HOMO ... -0.340 Ha

---

Calculated relative energies: #P 16.1; #Q 0.0, given in kcal/mol

---

#P
Below is a cluster of 2 separate species, H4O2 in total, with properties calculated with ωB97M-V/def2-TZVPD.

Each line ends with the natural charge from an NBO analysis.
Atoms and positions in Å:
O: 2.900 -0.825 2.187  -0.94
H: 2.856 0.147 2.330  0.47
H: 1.996 -1.149 2.403  0.47
O: -2.490 0.997 -2.342  -0.94
H: -2.675 0.355 -3.064  0.47
H: -2.587 0.474 -1.514  0.47

E_LUMO ... 0.85 eV
Kohn-Sham gap ... 0.457 Eh
SMILES string ... O.O
Charge ... 0
E_HOMO ... -0.426 Ha

---

#Q
Below is a cluster of 2 separate species, H4O2 in total, with properties calculated with ωB97M-V/def2-TZVPD.

Each line ends with the natural charge from an NBO analysis.
Atoms and positions in Å:
O: 1.361 -0.867 0.035  -0.94
H: 1.348 -1.069 -0.911  0.47
H: 2.047 -1.415 0.414  0.47
O: -1.393 0.907 -0.088  -0.94
H: -0.825 1.002 0.696  0.48
H: -2.312 1.158 0.218  0.47

E_LUMO ... 1.00 eV
Kohn-Sham gap ... 0.448 Eh
SMILES string ... O.O
Charge ... 0
E_HOMO ... -0.411 Ha

---

#R
Below is a cluster of 2 separate species, H4O2 in total, with properties calculated with ωB97M-V/def2-TZVPD.

Each line ends with the natural charge from an NBO analysis.
Atoms and positions in Å:
O: -0.447 -1.317 -0.301  -0.97
H: -0.438 -0.361 -0.245  0.46
H: -0.027 -1.609 0.508  0.45
O: 0.261 0.714 0.084  -0.92
H: 0.031 1.190 -0.714  0.49
H: 0.620 1.383 0.667  0.49

E_LUMO ... 0.46 eV
Kohn-Sham gap ... 0.386 Eh
SMILES string ... O.O
Charge ... 0
E_HOMO ... -0.369 Ha

---

Calculated relative energies: #P 1.3; #Q 0.0; #R 22.8, given in kcal/mol

---

#P
Below is a cluster of 2 separate species, H4O2 in total, with properties calculated with ωB97M-V/def2-TZVPD.

Each line ends with the natural charge from an NBO analysis.
Atoms and positions in Å:
O: 0.996 -0.460 0.194  -0.96
H: 1.288 0.478 0.139  0.48
H: 1.797 -0.951 0.486  0.49
O: -1.447 0.129 -0.620  -0.96
H: -0.743 -0.109 0.025  0.49
H: -1.891 0.913 -0.225  0.46

E_LUMO ... 0.63 eV
Kohn-Sham gap ... 0.421 Eh
SMILES string ... O.O
Charge ... 0
E_HOMO ... -0.398 Ha

---

#Q
Below is a cluster of 2 separate species, H4O2 in total, with properties calculated with ωB97M-V/def2-TZVPD.

Each line ends with the natural charge from an NBO analysis.
Atoms and positions in Å:
O: 0.276 -1.083 0.095  -0.95
H: -0.394 -1.498 0.799  0.49
H: 1.082 -1.575 0.348  0.48
O: -0.693 1.360 -0.284  -0.96
H: -0.059 0.634 -0.408  0.49
H: -0.211 2.163 -0.550  0.46

E_LUMO ... 0.63 eV
Kohn-Sham gap ... 0.417 Eh
SMILES string ... O.O
Charge ... 0
E_HOMO ... -0.394 Ha

---

Calculated relative energies: #P 0.0; #Q 2.4, given in kcal/mol

---

#P
Below is the molecule C2HN5O, with properties calculated with ωB97M-V/def2-TZVPD.

Each line ends with the natural charge from an NBO analysis.
Atoms and positions in Å:
O: -2.337 -0.547 0.596  -0.47
C: -1.392 -0.143 0.050  0.72
N: -0.820 1.056 -0.192  -0.43
C: 0.484 1.074 -0.170  0.26
N: 1.400 0.324 0.494  -0.22
N: 1.349 -0.950 0.567  0.08
N: 0.675 -1.504 -0.299  0.03
N: -0.522 -1.136 -0.596  -0.18
H: 1.162 1.825 -0.450  0.21

E_LUMO ... -2.42 eV
Kohn-Sham gap ... 0.291 Eh
SMILES string ... O=c1ncnnnn1
Charge ... 0
E_HOMO ... -0.380 Ha

---

#Q
Below is the molecule C2HN5O, with properties calculated with ωB97M-V/def2-TZVPD.

Each line ends with the natural charge from an NBO analysis.
Atoms and positions in Å:
C: -0.609 -0.301 -0.013  -0.08
C: 0.276 0.830 0.024  0.57
H: 2.430 0.422 0.039  0.42
N: 1.287 -1.250 -0.021  0.00
N: 0.016 -1.499 -0.004  -0.21
N: -1.966 -0.211 -0.002  0.15
N: -3.073 -0.088 -0.002  0.17
N: 1.478 0.075 0.004  -0.44
O: 0.161 2.023 -0.024  -0.58

E_LUMO ... -0.55 eV
Kohn-Sham gap ... 0.315 Eh
Charge ... 0
E_HOMO ... -0.335 Ha

---

#R
Below is the molecule C2HN5O, with properties calculated with ωB97M-V/def2-TZVPD.

Each line ends with the natural charge from an NBO analysis.
Atoms and positions in Å:
O: -1.063 1.701 -1.325  -0.45
C: -0.275 0.905 -1.071  0.70
N: 0.968 1.066 -0.205  -0.12
N: 1.087 0.439 0.851  -0.13
C: 0.048 -0.382 1.262  0.16
N: -0.452 -1.387 0.521  -0.25
N: 0.016 -1.444 -0.808  0.07
N: -0.075 -0.441 -1.573  -0.21
H: -0.254 -0.457 2.348  0.23

E_LUMO ... -1.35 eV
Kohn-Sham gap ... 0.313 Eh
SMILES string ... O=c1nncnnn1
Charge ... 0
E_HOMO ... -0.362 Ha

---

#S
Below is the molecule C2HN5O, with properties calculated with ωB97M-V/def2-TZVPD.

Each line ends with the natural charge from an NBO analysis.
Atoms and positions in Å:
C: -0.613 -0.312 1.230  0.10
N: -1.300 0.812 1.076  -0.21
N: -0.984 1.430 -0.050  -0.30
C: -0.122 0.674 -0.765  0.54
O: 0.646 0.422 -1.816  -0.32
N: 1.586 -0.643 -1.458  0.17
N: 1.144 -1.154 -0.421  0.02
N: 0.143 -0.356 0.135  -0.23
H: -0.501 -0.873 2.069  0.22

E_LUMO ... -0.45 eV
Kohn-Sham gap ... 0.355 Eh
SMILES string ... c1nnc2onnn12
Charge ... 0
E_HOMO ... -0.372 Ha

---

Calculated relative energies: #P 76.4; #Q 0.0; #R 57.5; #S 49.0, given in kcal/mol

---

#P
Below is a structure of composition C4H7NS2, with properties calculated with ωB97M-V/def2-TZVPD.

Each line ends with the natural charge from an NBO analysis.
Atoms and positions in Å:
C: 0.230 0.494 1.669  -0.67
C: -0.442 -0.032 0.466  -0.13
C: -1.187 -1.152 0.299  -0.36
C: -0.226 0.745 -0.850  0.04
H: 0.456 1.752 1.682  0.28
H: -0.413 0.175 2.752  0.24
H: 1.379 -0.278 1.815  0.21
H: -1.481 -2.035 0.915  0.23
H: -1.540 -0.961 -0.692  0.21
H: 0.103 0.800 -2.868  0.42
H: 2.178 -0.574 -0.687  0.16
N: -0.079 0.084 -2.041  -0.72
S: -0.159 2.348 -0.557  -0.04
S: 1.179 -1.366 -1.902  0.12

E_LUMO ... -0.69 eV
Kohn-Sham gap ... 0.289 Eh
Charge ... 0
E_HOMO ... -0.315 Ha

---

#Q
Below is the molecule C4H7NS2, with properties calculated with ωB97M-V/def2-TZVPD.

Each line ends with the natural charge from an NBO analysis.
Atoms and positions in Å:
C: 3.483 -0.042 -0.285  -0.41
N: 2.014 0.013 -0.281  -0.61
C: 1.352 -0.956 0.369  0.07
C: -0.005 -1.024 0.517  -0.41
C: -1.038 -0.098 0.042  -0.32
S: -2.511 -0.705 -0.321  -0.02
S: -0.734 1.624 0.169  0.09
H: 3.751 0.776 -0.982  0.21
H: 3.866 0.238 0.695  0.21
H: 3.907 -0.966 -0.688  0.20
H: 1.565 0.332 -1.095  0.40
H: 1.930 -1.787 0.891  0.21
H: -0.414 -1.939 0.952  0.24
H: 0.460 1.277 0.763  0.15

E_LUMO ... -0.25 eV
Kohn-Sham gap ... 0.291 Eh
SMILES string ... CN/C=C\C(=S)S
Charge ... 0
E_HOMO ... -0.300 Ha

---

Calculated relative energies: #P 102.5; #Q 0.0, given in kcal/mol